22
Properties=species:S:1:pos:R:3:mulliken_spin:R:1 method="wB97M-V/def2-TZVPD" charge=+1 homo_energy_ev="-9.193 / -13.794" relative_energy_kj_mol=0.0 lumo_energy_ev="-3.257 / -6.041" orbital_gap_ev="5.94 / 7.75" total_energy_ha=-726.64874 spin_multiplicity=3
C 0.461 0.423 2.345 0.007
C 0.257 -1.905 1.300 0.038
C 0.365 0.615 -3.221 0.032
C 0.793 -0.512 1.239 0.826
C -0.195 0.307 -0.488 0.648
N -1.657 0.277 -0.134 0.027
O 0.121 1.640 -0.562 0.113
S 0.103 -0.687 -1.973 0.160
H 0.677 1.456 2.082 0.007
H -0.575 0.332 2.674 0.004
H 1.094 0.168 3.196 0.057
H -0.763 -1.940 1.679 0.001
H 0.877 -2.497 1.974 0.048
H 0.303 -2.384 0.324 0.001
H 0.271 0.113 -4.180 0.007
H 1.363 1.036 -3.120 0.004
H -0.397 1.386 -3.127 0.003
H 1.810 -0.448 0.869 0.000
H -2.141 1.031 -0.648 0.022
H -1.776 0.452 0.876 0.000
H -2.058 -0.629 -0.405 -0.007
H 1.066 1.766 -0.699 0.001

20
Properties=species:S:1:pos:R:3:mulliken_spin:R:1 method="wB97M-V/def2-TZVPD" charge=-1 homo_energy_ev="1.063 / -6.395" relative_energy_kj_mol=131.2 lumo_energy_ev="3.875 / 3.766" orbital_gap_ev="2.81 / 10.16" total_energy_ha=-274.04449 spin_multiplicity=2
C 0.881 -1.209 1.698 0.685
C 1.395 -1.172 0.289 -0.087
C 1.404 0.212 -0.432 0.157
C 0.026 0.781 -0.649 -0.459
C -1.073 0.093 -1.493 1.152
H 0.708 -2.215 2.064 -0.149
H 0.032 -0.539 1.989 -0.066
H 1.773 -0.899 2.296 0.090
H 0.722 -1.769 -0.417 -0.020
H 2.299 -1.734 0.073 -0.106
H 1.931 0.792 0.338 -0.037
H 1.928 0.020 -1.371 -0.031
H -0.402 0.773 0.340 0.764
H -0.092 1.841 -1.086 -0.204
H -1.789 -0.629 -1.061 -0.223
H -1.865 0.753 -1.805 -0.512
H -0.713 -0.492 -2.322 -0.109
H -2.568 1.115 0.131 -0.063
H -2.300 2.239 1.205 -0.151
O -2.296 2.040 0.211 0.370